# 1
A molecular structure, C30H39AuN4, computed with ωB97M-V/def2-TZVPD.

Positions of all 74 atoms, in Å:
Au -0.638084 -0.663394 -1.040410
C 3.187764 -0.787121 4.537046
C 1.874568 -0.003870 4.446391
C 1.768688 0.993985 5.600089
C 0.680469 -0.940612 4.395762
C 0.509431 -1.862935 5.426418
C -0.523648 -2.780677 5.413475
C -1.397647 -2.796343 4.333065
C -1.269412 -1.901324 3.284397
C -2.217480 -1.957635 2.103492
C -1.923487 -3.181629 1.236146
C -3.686771 -1.926498 2.519871
C -0.231362 -0.937696 3.320456
N -0.104556 -0.072543 2.237429
C -0.178148 1.195915 2.440102
C 0.010073 2.258833 1.509297
C -0.107645 3.612780 1.883302
C 0.106941 4.349388 0.722140
C 0.340167 3.385906 -0.290207
N 0.282687 2.138767 0.173981
C 0.578994 3.691351 -1.754936
C -0.624321 4.461399 -2.315941
C 0.754087 2.404752 -2.554670
C 1.837988 4.556180 -1.905070
H 4.042974 -0.111452 4.451265
H 3.252712 -1.523144 3.735116
H 3.272838 -1.315689 5.490231
H 1.900455 0.562535 3.516503
H 1.693420 0.472757 6.558543
H 0.883270 1.620578 5.491644
H 2.646855 1.643624 5.634129
H 1.209769 -1.862907 6.256055
H -0.644929 -3.482417 6.230997
H -2.203161 -3.522472 4.306554
H -2.029696 -1.081851 1.481918
H -2.084759 -4.108397 1.799146
H -0.890153 -3.163686 0.885712
H -2.570699 -3.178499 0.357040
H -3.968390 -2.819372 3.087763
H -4.319549 -1.866222 1.632961
H -3.901349 -1.050789 3.134879
H -0.459240 1.560257 3.443389
H -0.329220 3.980848 2.876584
H 0.107706 5.425906 0.614401
H -1.533415 3.871102 -2.194760
H -0.485216 4.672960 -3.382249
H -0.763462 5.408165 -1.789589
H -0.129983 1.772776 -2.472864
H 1.596328 1.823623 -2.177143
H 0.926455 2.642647 -3.611063
H 1.752287 5.476599 -1.323878
H 2.003160 4.822911 -2.955371
H 2.713942 4.012631 -1.544876
N 2.368755 -1.242572 -0.910909
C 1.190106 -1.029619 -0.966954
H 2.974244 -1.651563 -1.602282
C -3.914967 -1.983634 -2.946306
C -4.619192 -1.217419 -1.868329
C -5.986646 -1.304822 -1.697107
C -6.665335 -0.579932 -0.716979
C -5.910883 0.280367 0.087252
C -4.544341 0.406339 -0.037943
C -3.761790 1.378951 0.793883
C -3.810785 -0.377031 -1.009776
N -2.514781 -0.286989 -1.110602
H -4.597245 -2.683399 -3.440660
H -3.059947 -2.531474 -2.539703
H -3.494854 -1.309975 -3.701878
H -6.548031 -1.970645 -2.353524
H -7.740299 -0.661437 -0.599721
H -6.415028 0.881255 0.844084
H -4.424950 1.963120 1.439675
H -3.184498 2.057796 0.159635
H -3.015489 0.879606 1.417013

Force components x, y, z for each atom (eV/Å):
-0.5 -0.3 -0.2
0.0 0.0 0.0
0.0 0.0 0.0
0.0 0.0 0.0
0.0 0.0 0.0
0.0 0.0 0.0
0.0 0.0 0.0
0.0 0.0 0.0
0.0 0.1 0.0
0.0 0.0 0.0
0.0 0.0 0.0
0.0 0.0 0.0
-0.2 -0.1 -0.1
0.3 0.2 0.1
-0.2 -0.1 0.0
-0.1 0.0 0.1
0.0 0.1 0.0
0.1 -0.1 0.1
0.0 0.0 -0.1
0.1 0.1 0.1
0.0 0.0 0.0
0.0 0.0 0.0
0.0 0.0 0.0
0.0 0.0 0.0
0.0 0.0 0.0
0.0 0.0 0.0
0.0 0.0 0.0
0.0 0.0 0.0
0.0 0.0 0.0
0.0 0.0 0.0
0.0 0.0 0.0
0.0 0.0 0.0
0.0 0.0 0.0
0.0 0.0 0.0
0.0 0.0 0.0
0.0 0.0 0.0
0.0 0.0 0.0
0.0 0.0 0.0
0.0 0.0 0.0
0.0 0.0 0.0
0.0 0.0 0.0
0.1 0.0 0.0
0.0 0.0 0.0
0.0 0.0 0.0
0.0 0.0 0.0
0.0 0.0 0.0
0.0 0.0 0.0
0.0 0.0 0.0
0.0 0.0 0.0
0.0 0.0 0.0
0.0 0.0 0.0
0.0 0.0 0.0
0.0 0.0 0.0
-0.1 0.0 0.1
0.0 0.1 -0.1
0.0 0.0 0.0
0.0 -0.1 0.0
0.1 0.0 0.0
-0.1 -0.1 0.0
0.0 0.0 0.0
-0.1 0.1 0.1
0.0 0.1 0.0
0.0 0.0 0.0
-0.1 -0.1 -0.1
0.7 0.2 0.1
0.0 0.0 0.0
0.0 0.0 0.0
0.0 0.0 0.0
0.0 0.0 0.0
0.0 0.0 0.0
0.0 0.0 0.0
0.0 0.0 0.0
0.0 0.0 0.0
0.0 0.0 0.0

Output
E_HOMO (eV): 0.09
Charge: -2
Molar mass (g/mol): 652.6



# 2
A molecular structure, C30H39Cl2F21O14, computed with ωB97M-V/def2-TZVPD.

Positions of all 106 atoms, in Å:
C 3.344215 -1.337026 -2.280341
C 3.377585 0.004724 -1.613871
O 4.228535 0.913834 -2.384251
C 5.554445 0.901904 -2.306181
O 6.182415 0.109014 -1.570341
C 6.348395 2.007174 -3.075481
F 7.057065 1.447044 -4.020651
F 5.517935 2.866394 -3.592191
F 7.170385 2.662924 -2.263451
H 2.731205 -1.268066 -3.178991
H 2.869175 -1.969596 -1.530481
H 4.366555 -1.622846 -2.527791
H 3.762765 -0.029406 -0.594771
H 2.426625 0.526224 -1.505091
C -6.027765 1.049684 -2.623831
C -5.283865 0.799124 -3.907051
O -3.884215 0.928794 -3.663871
C -3.114145 0.028604 -2.964621
O -3.534145 -1.016566 -2.420981
C -1.641035 0.371274 -2.915961
F -1.117445 -0.457656 -3.882601
F -1.479895 1.612454 -3.264491
F -1.207775 0.101824 -1.711641
H -5.936665 0.134054 -2.039521
H -7.091115 1.157174 -2.837891
H -5.750915 1.934484 -2.050601
H -5.505195 1.595714 -4.617381
H -5.489105 -0.162366 -4.377701
C -1.730555 -2.052866 -2.045331
C -0.899875 -3.278556 -1.735431
O 0.035965 -3.631566 -2.787001
C 1.271505 -3.024396 -2.820931
O 1.698625 -2.385026 -1.849871
C 2.022675 -3.108056 -4.173651
F 2.057335 -1.836036 -4.783621
F 3.291585 -3.379336 -4.008261
F 1.506275 -4.005606 -4.985841
H -1.065855 -1.295316 -2.460541
H -2.185355 -1.716526 -1.113581
H -2.458105 -2.300946 -2.818131
H -1.492355 -4.116916 -1.369071
H -0.273105 -3.004486 -0.886821
C 1.044115 2.719984 1.169949
C 1.487465 2.422824 2.619729
O 1.855325 1.024404 2.809339
C 2.506135 0.624654 3.903249
O 2.968955 1.352194 4.784349
C 2.687045 -0.901916 4.053429
F 2.171565 -1.567776 3.030789
F 3.954555 -1.276086 4.094219
F 2.137115 -1.333886 5.200999
H 0.880635 3.788504 1.029739
H 0.138465 2.281074 0.751309
H 1.861065 2.377184 0.534989
H 0.665095 2.813964 3.218749
H 2.369715 2.996594 2.903509
C 0.654465 -0.024956 -3.539841
C 0.458445 1.540854 -3.508931
O 1.490495 2.221424 -2.805741
C 1.551315 2.238614 -1.476051
O 0.729595 1.780664 -0.722191
C 2.790085 3.077694 -0.918401
F 3.527605 3.622134 -1.925141
F 2.280855 4.022694 -0.145581
F 3.627265 2.301514 -0.228241
H 0.018495 -0.373876 -4.353411
H 0.353045 -0.511606 -2.612261
H 1.702295 -0.286916 -3.686601
H -0.544475 1.824274 -3.189681
H 0.507085 1.914904 -4.531591
C -3.286345 -2.004246 4.679469
C -3.111475 -2.502416 3.209439
O -1.775295 -2.865416 2.979019
C -1.308105 -3.387266 1.849379
O -2.069045 -3.857796 1.022729
C 0.227655 -3.492086 1.663539
F 0.818265 -2.722646 2.595639
F 0.545365 -4.773086 1.742159
F 0.575835 -3.064676 0.479179
H -2.750535 -2.685536 5.340419
H -4.338575 -1.888086 4.939079
H -2.885675 -1.001496 4.827989
H -3.508005 -1.833376 2.445729
H -3.750615 -3.385336 3.202499
C -2.964615 2.154904 6.444209
C -2.223125 3.088244 5.502569
O -1.638315 2.356524 4.463019
C -2.333305 1.979094 3.387579
O -3.551105 2.142934 3.260979
C -1.627705 1.142674 2.305429
F -2.220425 -0.012086 2.071829
F -1.614795 1.851984 1.132669
F -0.373365 0.812654 2.604689
H -2.412415 1.333784 6.901299
H -3.872175 1.739294 6.006369
H -3.372015 2.806854 7.216919
H -1.440065 3.629054 6.034019
H -2.867895 3.925124 5.234269
Cl -1.624405 -1.062616 0.793679
C -0.162715 -0.050486 0.417959
C 1.068055 -1.006106 0.399329
Cl 2.566295 -0.052036 0.407729
H -0.064445 0.665434 1.233979
H -0.373875 0.330014 -0.581391
H 1.089035 -1.639876 -0.487221
H 1.103285 -1.494266 1.373259

Force components x, y, z for each atom (eV/Å):
4.7 3.3 0.5
3.8 0.5 -3.4
1.5 1.8 -2.3
0.3 -2.8 3.4
-1.2 2.1 -2.1
-1.2 -1.0 1.4
0.8 -0.5 -1.1
-0.8 1.2 -1.0
0.2 0.0 0.4
1.3 0.0 1.1
4.5 1.3 -0.2
0.2 0.2 0.0
3.1 0.0 -3.6
0.8 -0.4 -1.4
-0.9 -1.0 0.1
-0.2 0.5 0.3
3.2 -0.6 0.4
-5.4 -2.4 1.0
-1.9 6.7 -2.5
-4.6 -2.6 -0.6
-12.7 0.4 0.0
-17.8 -0.2 -0.7
-1.4 4.1 -1.7
0.0 0.3 0.5
-0.1 0.0 -0.1
0.4 -0.1 -0.3
0.2 -0.1 -0.1
-0.1 -0.1 0.2
2.1 -4.4 -1.1
1.0 1.2 1.9
2.1 0.3 -2.2
-3.0 0.4 3.6
-9.4 -6.9 -3.4
0.4 1.4 -0.8
-1.0 -2.8 -0.5
0.7 -0.9 0.4
-0.4 0.3 -0.2
-0.5 -4.1 1.2
0.4 -0.9 -0.9
0.9 -1.0 0.2
0.3 -0.4 -0.9
-1.0 -0.3 -1.3
0.8 -0.5 3.0
0.1 1.5 -0.4
0.0 -0.4 1.2
0.8 2.7 1.6
-1.1 -1.5 -1.8
0.3 -0.3 -0.4
2.5 2.6 1.5
0.9 0.5 0.2
-0.4 0.3 -0.3
-0.1 -0.2 0.9
0.9 0.6 2.1
-1.3 0.0 2.6
0.2 -0.9 1.0
0.0 0.1 -0.2
7.1 2.5 0.0
6.5 -1.2 -0.7
2.3 1.1 1.4
-0.7 0.5 -2.3
0.2 -0.4 -5.7
0.5 -0.4 -2.6
-1.0 -0.1 1.1
2.3 2.5 -1.9
0.4 0.8 0.3
6.5 0.4 -1.4
1.1 0.1 -0.4
-0.4 1.3 0.2
11.5 3.0 1.2
0.5 0.0 -0.2
0.8 0.6 -1.1
-1.9 -0.8 1.2
2.6 0.4 1.0
-3.4 -1.0 -1.1
1.2 -0.1 0.6
-2.1 0.1 1.6
-2.8 -4.2 -1.1
0.7 -0.3 0.6
0.3 -3.3 1.0
-0.3 0.0 0.1
0.0 -0.5 -0.1
0.4 0.0 -0.1
0.3 0.0 0.1
0.1 -0.3 -0.6
-1.0 0.5 0.3
-0.8 0.3 1.8
1.4 -0.6 -2.5
-3.7 0.5 1.2
2.7 -0.1 0.0
0.0 1.8 0.7
-5.5 9.0 10.5
-1.6 0.0 1.2
-1.4 0.8 4.2
0.4 0.3 -0.2
0.2 -0.1 -0.4
0.2 -0.1 0.4
0.5 -0.6 -0.1
-0.3 -0.4 -0.9
5.3 -8.8 -10.8
1.2 -1.7 -0.7
-1.1 2.7 1.5
-4.8 -1.8 7.5
1.1 -1.5 -3.5
1.3 -0.2 3.4
0.1 1.4 1.1
0.2 1.0 -1.4

Output
E_HOMO (eV): -8.00
Relative energy (zero: lowest compared OMol25 entry of this formula, charge and spin) (kcal per mole): 926.2
Molar mass (g/mol): 1093.5



In Ha, the E_tot values for the records above are, in order, -1521.218346; -5236.097533.
In Eh/bohr, the F_max values for the records above are, in order, 0.014; 0.346.